Record 1
# C37H82N2O18

A structure of composition C37H82N2O18 in a non-equilibrium geometry (ωB97M-V/def2-TZVPD, OMol25).

The total energy comes out at -79475.759 eV. The charge is 0. As for the largest force on an atom: 14.6 eV/Å. As for the LUMO energy: 0.4 eV. The calculation puts the highest occupied orbital energy at -7.822 eV.

Last column: Mulliken charge in e.
Element x y z (Å)
H 0.168087 1.926134 4.171012  0.173
H 3.937703 -2.753524 3.497407  0.363
O -4.125420 -3.714311 3.728989  -0.623
C -0.687016 -2.710879 -1.605031  -0.362
C -1.186380 0.362108 -1.244606  0.352
H 0.270458 -3.623191 0.701100  0.413
H -1.443531 5.070086 -3.564083  0.426
H 0.550691 -6.525531 2.457406  0.317
H -1.938722 0.081785 1.396949  -0.083
H 2.938495 2.947202 1.699891  0.874
C 1.212111 -8.271525 0.342925  -0.796
H -3.865984 -6.618783 3.930250  0.296
C -1.900147 -2.303811 2.657824  -0.859
H 1.038148 2.042424 -6.508577  0.357
H 1.216027 -8.807774 1.291881  0.308
H 1.119174 -2.004145 2.568241  0.031
C -5.291057 4.886326 -1.574894  -0.929
H -4.945643 -0.411331 0.273777  0.315
H -5.571200 0.853204 -0.779355  0.264
O -0.903071 0.895172 0.077090  0.377
H 2.198911 0.217082 2.176153  0.833
H 1.091099 1.689365 0.885086  0.600
H -5.114556 -6.156094 2.849100  0.311
H -0.819685 2.977418 -3.665813  0.934
H 2.092493 2.499010 -5.122787  0.185
H 2.447210 0.255247 3.998855  0.629
H -1.186633 -1.912016 1.932915  -0.527
C -3.840537 5.021931 -2.151948  -0.025
H -3.756655 3.171051 -0.063367  -0.075
C 3.524976 2.094744 1.357188  -0.166
C -1.269607 2.204317 0.208025  0.398
H -5.723090 5.754098 -1.076478  0.383
C 2.273345 -0.143888 0.179895  0.313
N 0.548542 -0.318166 3.029193  -0.557
C 2.901725 0.260870 3.008160  -0.798
O 3.805477 -0.869541 2.934106  -0.417
H 0.693429 2.842436 -2.747317  1.297
H 2.701183 -1.979309 4.364398  0.378
O -1.214561 2.340037 2.735316  -0.456
C -0.543472 2.628760 1.514948  -0.524
C 1.165514 -4.688748 1.534273  0.466
C 3.111944 -2.055892 3.357656  -1.071
C -1.975112 -0.000150 2.483258  -0.824
H 2.192403 -8.261517 -0.133554  0.316
C 1.352324 1.178723 -0.041793  1.797
H -1.048253 -2.890985 1.675507  -1.104
O -0.890266 3.953735 -1.837706  -0.632
H 0.274435 2.434611 -4.942070  -0.045
H 2.274782 -6.384112 1.849880  0.421
O -3.055859 5.804307 -1.260757  -0.329
C -0.972629 5.197772 -2.589382  -0.649
O 1.879439 -3.927652 2.509737  -0.516
C 1.160112 2.022481 -5.425605  -0.178
H -1.874503 7.114357 -2.374206  0.444
H -5.962947 4.988447 -2.427097  0.357
C 1.638987 0.686186 -2.789112  1.629
H 4.825225 -2.599821 -1.863855  0.100
H -5.186343 2.578927 0.823266  0.365
H 3.694913 1.349593 2.134343  -0.521
H 6.317192 -2.966849 -2.700685  0.292
H -0.697581 1.982226 -2.169551  1.524
H -1.307457 -2.395868 3.567949  0.298
O -2.452412 -3.489043 2.106539  -0.085
H -4.822480 4.177035 0.934697  0.445
C -2.629936 -0.240794 -1.276508  -2.415
O 1.621312 -1.432006 0.100562  -0.755
H -4.049264 -7.451213 2.350091  0.248
C -1.754567 6.209271 -1.778782  -1.004
O -1.211831 -2.535783 -0.291282  -0.494
O -5.633363 3.684634 -0.934404  -0.413
C 0.529131 -1.510731 0.980940  0.447
C 5.339948 0.293609 -1.880359  -0.712
H -0.771527 2.817710 -0.542816  0.234
H -2.678789 -1.130720 -0.649024  0.699
H -0.032970 5.527917 -3.032261  0.458
C -4.894271 0.000073 -0.734300  -1.021
H -0.731067 -3.760863 -1.894359  0.486
H 0.183545 -4.245267 1.699111  0.014
H -2.840608 -0.698222 -2.243198  0.733
H 3.516074 1.103223 -0.981445  -0.739
H 0.495447 3.585401 -0.332372  0.817
H 6.338109 -2.173886 -1.136735  0.300
C -4.795478 3.378201 0.193597  0.253
O 0.772040 -6.896899 0.483131  -0.304
H 3.142601 -0.220807 -0.473249  -0.771
H -2.335415 2.375061 0.359618  -0.865
H -3.625291 3.968414 -2.330504  0.074
H -1.132534 6.528207 -0.942449  0.355
C 2.059640 -2.491237 2.310639  1.168
H -2.524450 -1.458874 2.948387  -0.009
H 1.180557 0.407405 -1.840299  -0.709
N 5.705713 2.688706 -0.029488  -0.799
H -0.246776 0.275809 -3.834688  0.129
H -0.047161 3.724766 3.834000  0.331
H -2.375763 0.894200 2.960455  0.981
C -0.387113 -2.761853 0.818579  0.215
C -0.516778 2.751489 3.976459  -0.811
H -2.614324 -0.841277 2.751597  0.087
H 1.671204 1.770477 -2.895774  -0.106
H -0.364937 3.697771 1.630811  0.950
H -1.200771 -2.064120 -2.316265  0.189
O -3.637450 0.682495 -0.948878  0.030
H -1.136553 2.682931 4.870477  0.304
H 2.751995 0.103982 1.127288  -0.465
O 1.310547 0.675175 -5.177754  -0.465
H 2.366094 -2.206011 1.304252  0.572
C 1.044574 3.220690 -1.200441  -0.638
C 4.748450 2.419794 0.664591  -0.158
H -3.942915 5.580888 -3.082097  0.494
H 2.833444 1.717416 0.603854  0.047
H -0.120150 -0.635258 0.971797  1.225
O 3.053180 0.185269 -2.871779  -0.758
H 5.792634 1.181160 -2.322404  0.335
C -4.078062 -6.492838 2.868534  -0.712
C -0.391849 2.903156 -2.666041  -0.951
H -0.503191 -0.487133 -1.256624  -0.341
H 0.479960 2.264373 1.425981  -0.091
H 0.625107 -8.712077 -0.462956  0.249
H 5.765841 0.114983 -0.893037  0.498
C 3.774221 0.337827 -1.713309  2.004
H -0.868433 0.966039 -2.094474  -0.892
H 0.456799 0.909701 -0.601940  0.969
C 0.831199 0.143765 -3.927561  -0.646
H 0.333486 -2.346485 -1.722933  -0.115
H 0.953485 -0.936372 -3.847103  0.498
H 0.827672 -1.445823 2.027254  -0.329
H -5.216282 -0.762261 -1.443702  0.344
O -3.314067 -5.436879 2.346859  -0.309
H 3.555625 1.121555 2.867687  0.784
H 1.549355 -4.396292 0.556914  0.180
C -0.621260 -0.168890 2.873467  0.468
O 1.970288 2.222272 -0.787977  -0.422
C -3.354410 -4.170603 2.807533  0.517
H 3.369428 -0.434617 -1.059426  -0.344
C 1.215288 -6.229545 1.645742  -1.127
C 5.817582 -2.211845 -2.093671  -0.584
H 0.251715 2.924419 -1.887238  -3.731
H 1.627494 4.067411 -1.562888  0.350
O 5.675080 -0.824920 -2.650972  -0.469

Atoms 1-6, force components in eV/Å:
H 0.86 0.44 -0.12
H -0.19 -0.53 -0.49
O 3.39 -1.97 -3.84
C 0.52 -0.11 0.31
C -1.72 -2.89 1.80
H -1.72 2.46 -2.23



Record 2
# C37H84NO11S2Si

A cluster of 7 separate species, C37H84NO11S2Si in total in a non-equilibrium geometry (ωB97M-V/def2-TZVPD, OMol25).

The total energy comes out at -93291.471 eV. The charge is 0. As for the largest force on an atom: 2.8 eV/Å. As for the LUMO energy (alpha / beta): 0.2 / 0.2 eV. The calculation puts the highest occupied orbital energy (alpha / beta) at -7.897 / -8.524 eV. Its expectation value of S² is 0.7542. As for the spin multiplicity: 2.

Last column: Mulliken spin population.
Element x y z (Å)
C -2.633627 -2.971336 1.164715  0.000
H -0.097215 1.399905 6.442733  0.000
H -6.910140 1.814084 -4.746886  0.000
H 8.830185 4.807211 1.123459  0.000
S -0.745513 1.194775 2.192752  0.004
H 8.666936 5.037649 -0.624280  0.000
N -0.272449 -2.369121 1.222294  0.296
H -3.516126 -2.896227 0.533078  0.000
H 6.734335 4.973204 2.406165  0.000
H -3.923587 1.806136 -0.982904  -0.002
H 3.151182 -4.005481 -7.046315  0.000
H -0.083697 0.560624 8.002798  0.000
H 2.041763 -7.312609 2.473859  0.000
H 0.031961 -6.258753 4.643654  0.000
H -0.568576 3.938310 -0.669013  0.000
C -1.715332 0.680122 -2.436660  0.001
C 1.695160 -1.185457 2.091743  -0.015
H -1.496613 -3.646643 -0.947155  -0.002
C 1.005427 -7.651313 2.436907  0.000
C 5.702178 -0.908460 -1.360181  0.000
H 4.093219 0.501721 2.148344  -0.001
C 8.167764 4.655824 0.266787  0.000
H 5.559713 -0.141148 -3.676733  0.000
O -1.538155 -0.476269 5.143126  0.002
C 0.224670 -5.651964 3.753266  -0.001
H 1.492789 -3.753495 -3.663755  0.000
C -6.829407 2.893101 -4.884130  0.000
C -8.136470 0.080357 -1.995084  0.000
H 6.528369 1.707530 1.019949  0.000
H -1.354521 -1.338410 6.952130  0.000
C 7.015758 6.857511 0.657700  0.000
H -1.613230 1.103360 7.291201  0.000
O 2.170025 -1.666205 -6.223085  0.000
H 6.723548 -0.562623 -1.444374  0.000
H -3.477486 1.957822 0.691147  0.000
H 6.052729 7.341400 0.818320  0.000
H -1.479894 -7.506207 3.149112  0.000
C -0.858261 0.431321 0.537548  -0.026
O -8.433536 3.262530 -3.107999  0.000
O 5.418535 -1.343023 0.983021  0.000
O 1.700470 4.167773 1.116499  0.000
C -3.196810 2.256086 -0.312582  0.004
O -5.978207 1.173090 -1.841048  0.000
C -0.318534 3.036825 -1.212857  0.001
H 1.239278 -5.256428 3.819253  0.000
H 5.662740 -1.981740 -1.450358  0.000
H 3.355649 2.546727 0.232029  0.000
H 0.833454 -8.324131 3.281580  0.000
C -0.780162 -0.645855 6.335017  -0.001
H -3.262200 3.330761 -0.439756  0.000
H 1.266836 0.476008 0.156049  0.012
H -8.625219 1.047875 -2.090012  0.000
H -2.514279 1.188340 -2.969209  0.000
H -0.827371 0.770320 -3.052906  0.000
C -1.972636 -0.651654 0.700997  0.028
C 4.499754 1.202196 1.431375  -0.001
C -8.121850 3.577419 -4.463077  0.000
H 0.709094 2.744822 -1.035390  0.000
H -0.054178 3.166346 3.164018  0.000
C -1.463250 -2.564751 -0.934275  0.037
O 4.562210 0.595482 0.120335  0.000
H -7.244138 5.502956 -4.033963  0.000
C 1.810492 -2.317972 -0.091654  0.036
H 0.982411 -3.289117 -6.085580  0.000
H -2.352046 -2.212278 -1.439955  -0.001
C -8.042036 5.084553 -4.653256  0.000
C -1.543647 -2.105147 0.523438  0.002
H 2.833721 -4.904185 -5.553128  0.000
C 0.573701 -1.260900 6.010422  0.002
C 3.031785 -3.914450 -5.966683  0.000
H -2.907400 -2.619518 2.147444  0.004
H -2.814335 -0.445704 0.046573  0.012
C 6.836879 5.356505 0.496249  0.000
C 0.447839 -0.235763 0.085019  -0.026
C 0.008909 2.846438 2.128029  0.001
H 6.171483 5.158819 -0.344824  0.000
H 7.643926 7.073973 1.526155  0.000
H 4.096975 3.286464 1.649772  0.000
H -1.051658 0.132282 4.575905  -0.002
H 3.980218 -3.554453 -5.557885  0.000
H -8.820323 -0.615754 -1.506776  0.000
H -5.995984 3.243989 -4.269650  0.000
C -6.120778 -1.114250 -1.063980  0.001
H 1.365510 -3.270050 -0.343891  -0.001
C 1.431215 3.110482 1.696173  -0.001
H -7.936285 -0.285458 -3.006766  0.000
H 0.339365 -0.464747 -0.970259  0.001
C 3.595388 2.406111 1.278107  0.000
O 2.361163 2.187528 1.993940  0.000
S 4.682541 -0.148003 -2.668638  0.000
H 0.859195 -8.227111 1.522479  0.000
O 6.175065 4.810530 1.640166  0.000
H 0.921319 -2.095222 -3.911938  0.000
C 0.038319 -6.477462 2.491318  -0.002
C 0.888372 -1.492336 0.848007  0.045
H 1.149619 -0.625855 2.834457  0.029
H -6.596244 3.094057 -5.930726  0.000
H 6.336799 0.761373 2.476074  0.000
C -6.840063 0.218611 -1.212663  0.000
H -7.719595 3.593033 -2.553323  0.000
H -5.772601 0.844386 -2.721880  0.000
H -8.976265 5.557036 -4.350512  0.000
C 5.204636 -0.577365 0.032759  0.000
H 7.484710 7.297530 -0.222998  0.000
H 0.192440 -5.839766 1.619391  0.004
C 5.909021 1.570814 1.899172  0.000
C 1.726958 -2.795829 -4.132028  0.000
H -0.619806 3.512271 1.559134  0.000
Si -1.497710 1.621208 -0.810035  -0.003
H -5.856307 -1.514725 -2.047025  0.000
H 0.445577 -2.207614 5.484900  0.000
H 2.009738 -1.783071 -1.014203  0.002
H -7.841040 5.344201 -5.693562  0.000
H 2.984757 -1.330412 -5.837835  0.000
H 2.079754 -2.098904 2.521543  -0.004
H -2.330438 -4.008807 1.187405  0.001
H 1.159146 -1.436575 6.914925  0.000
H -2.008622 -0.351746 -2.312866  0.000
H -7.052913 0.626900 -0.224192  0.000
O -1.308656 -6.943064 2.389065  0.000
H 5.885069 2.457896 2.506680  0.000
H -2.370790 -0.572318 1.708211  0.007
O -0.401221 -2.620935 2.467195  0.576
H -0.569115 -2.220846 -1.434223  -0.014
H -8.949554 3.180895 -5.052275  0.000
C 1.911552 -2.940523 -5.633528  0.000
H 1.143433 -0.596476 5.354108  -0.001
H 2.638768 -2.399621 -3.675560  0.000
H -0.471581 -4.814359 3.764030  -0.004
H -0.429732 3.266019 -2.267733  0.000
H 8.022076 3.582000 0.149738  0.000
H 2.771659 -2.467621 0.378157  -0.006
H -5.195479 -0.990072 -0.497717  0.001
H 2.546185 -0.590885 1.778354  0.006
C -0.633694 0.680131 7.067891  0.000
H -6.744835 -1.846983 -0.551615  0.000

Atoms 1-6, force components in eV/Å:
C -0.06 0.32 -0.38
H 0.07 -0.03 0.00
H -0.04 -0.01 -0.03
H 0.02 0.07 -0.01
S 0.10 0.12 0.41
H 0.01 0.02 0.00